Computed, not measured: a structure of composition C4H10N2, with wB97M-V/def2-TZVPD.

Positions of all 16 atoms, in Å:
C (0.1442, -0.4127, -1.2485)
C (-1.6246, -0.4312, 0.8973)
N (-1.3766, 0.2300, -0.3701)
C (1.1272, 0.2244, -0.4080)
N (2.0351, -0.5807, 0.2937)
C (0.9238, 1.5319, -0.0868)
H (-2.2571, 0.2275, -0.8943)
H (1.7616, -1.5457, 0.4057)
H (2.3546, -0.1875, 1.1671)
H (-0.0447, 0.0889, -2.1897)
H (0.2007, -1.5033, -1.3005)
H (-2.3644, 0.1140, 1.4932)
H (-1.9926, -1.4634, 0.7806)
H (-0.6951, -0.4697, 1.4699)
H (1.4565, 2.0074, 0.7241)
H (0.3511, 2.1701, -0.7336)

Forces on the atoms, in the same order (eV/Å):
C -3.840 0.917 0.846
C 0.277 -0.682 -0.227
N 1.584 -0.718 -1.228
C 0.156 1.994 2.051
N 0.031 -0.280 -0.148
C 1.384 -0.876 -0.679
H 0.597 -0.555 -0.483
H -0.054 0.030 -0.012
H 0.046 0.045 -0.111
H 0.141 -0.287 -0.173
H -0.269 0.212 -0.062
H 0.098 0.106 -0.170
H 0.042 0.046 0.179
H -0.028 0.088 0.074
H 0.233 0.010 0.012
H -0.398 -0.051 0.131

energy above the lowest of the compared OMol25 structures with the same formula, charge and spin	2.955	eV
electronic energy	-267.8167	Eh
HOMO-LUMO gap	8.758	eV